C12H8Cl2N15O5RuSSe | ωB97M-V/def2-TZVPD

Summary:
energy relative to the best compared isomer or geometry (same formula, charge and spin) = 0.00 kcal per mole
⟨S²⟩ = 0.754
E_HOMO (spin up / spin down) = -0.1096 / -0.1114 hartree
charge = -2
strongest force on any atom = 1.1 eV/Å
multiplicity = 2
orbital gap (spin up / spin down) = 0.2316 / 0.2333 hartree

The geometry in XYZ format:
```
45
Properties=species:S:1:pos:R:3:forces:R:3
C -2.32081 0.96800 -0.54592 -0.016 0.142 0.019
O -2.21153 0.71094 -1.73629 0.038 -0.062 0.032
C -0.73799 5.00107 0.23945 0.072 -0.037 0.097
N -1.67820 5.65566 0.41724 -0.008 -0.007 -0.025
O -0.90244 -1.55054 0.40208 1.089 0.209 -0.182
C 0.23432 0.10149 -4.58662 -0.014 0.088 -0.150
H 0.34629 2.21188 -4.38395 -0.008 0.005 0.010
Se 0.34956 -3.44978 -2.99302 0.019 0.023 0.043
S -0.44439 -2.85637 0.99128 -0.414 -0.599 0.312
C 0.53627 -1.04927 -2.42528 -0.013 0.003 -0.215
C -3.72752 1.44918 -0.08067 0.037 -0.007 -0.005
N 1.03961 2.07724 0.44936 -0.189 0.031 -0.093
H -2.56966 -3.27443 1.92557 -0.015 0.030 -0.017
N 3.19770 -0.65117 -0.55812 0.027 -0.006 -0.051
C 1.44915 0.04723 3.23225 -0.201 -0.051 0.034
O 0.87694 -2.79162 1.57694 -0.005 0.115 -0.188
C 0.63572 3.15138 0.23213 0.230 0.334 0.415
H -1.58936 -2.15054 2.91870 -0.001 -0.012 0.024
N -0.25956 0.01756 4.45970 -0.027 -0.024 -0.028
N 0.17627 -2.32269 -4.36265 0.010 -0.097 -0.041
N 2.38272 -0.34347 0.47991 -0.201 -0.191 0.106
N 0.63305 -2.19444 -1.80266 0.051 0.199 -0.034
H 0.58834 2.16835 -1.94869 -0.009 -0.007 -0.018
C 0.54994 1.22754 -2.47902 0.023 0.107 0.267
H -1.23325 -3.90903 2.93619 -0.018 -0.016 -0.024
C 0.30168 -1.11496 -3.85334 0.021 -0.147 0.233
N 4.38922 -0.76908 -0.10629 0.008 0.001 -0.020
Cl -3.89670 1.63878 1.66427 -0.029 0.001 0.024
Cl -4.98881 0.35044 -0.70814 -0.032 -0.001 -0.018
O -1.44953 1.00097 0.37705 0.070 -0.069 -0.064
H -3.91769 2.41821 -0.53222 0.003 -0.004 0.003
H 3.44470 -0.10527 3.54752 -0.010 -0.026 -0.007
C 0.38770 1.24837 -3.89523 0.009 0.066 -0.175
Ru 0.44197 0.14680 0.39019 -0.688 0.136 -0.145
N 0.39100 0.11288 2.42896 0.198 -0.028 -0.004
N 0.39283 4.37945 -0.03385 -0.020 -0.089 -0.292
H 0.06117 0.08317 -5.65462 0.002 -0.028 0.005
N -0.68142 0.07469 3.24397 -0.005 0.109 0.036
N 4.42929 -0.55076 1.23074 0.018 -0.002 0.017
C 3.17772 -0.29003 1.55252 0.002 -0.036 -0.037
N 1.08942 -0.00396 4.50063 0.033 -0.001 0.018
N 0.61559 0.15547 -1.75558 -0.214 -0.313 0.145
N 2.76400 0.02417 2.81952 0.070 0.078 -0.031
O -0.68926 -3.97306 0.08869 0.059 0.150 0.008
C -1.58409 -3.07045 2.33728 0.046 0.035 0.012
```
Positions in Å, forces in eV/Å.

Here are the natural (NBO) charges for atoms 1 to 8, given in e: atom 1 (C): 0.7761, atom 2 (O): -0.6850, atom 3 (C): 0.4521, atom 4 (N): -0.5033, atom 5 (O): -0.9622, atom 6 (C): -0.1662, atom 7 (H): 0.2169, atom 8 (Se): 1.0066

---

C7H10ClLaNO4 | ωB97M-V/def2-TZVPD

Summary:
energy relative to the best compared isomer or geometry (same formula, charge and spin) = 0.00 kcal per mole
E_HOMO = -0.1376 hartree
charge = -1
strongest force on any atom = 5.9 eV/Å
orbital gap = 0.2481 hartree

The geometry in XYZ format:
```
24
Properties=species:S:1:pos:R:3:forces:R:3
H -1.33647 0.24542 -2.56230 -0.142 0.124 0.152
O 0.03273 0.98357 3.83359 -0.544 -0.169 0.135
La -0.16549 0.19528 0.32535 3.471 -4.616 1.245
Cl -1.37450 0.73897 3.63824 -0.535 0.211 -2.054
O -1.55146 0.55845 2.09755 -0.985 0.512 3.676
C 1.88922 -1.86509 0.36464 -0.095 -0.045 -0.453
H -1.50564 2.13741 -0.07898 0.022 -0.202 -0.731
H -0.04886 -2.11185 -2.38191 0.200 0.225 0.461
C 0.64964 -1.83179 -1.58869 0.746 0.198 0.224
C -1.61836 0.49600 -1.53842 -0.725 -1.068 -0.170
H 3.31647 -0.24382 -0.28564 -0.443 -0.126 0.022
H -1.30145 2.58263 -1.76260 0.229 0.161 0.368
N 0.56920 1.81699 -0.91237 -1.426 1.752 -0.684
H 0.22846 -3.34963 0.01562 0.154 0.400 -0.043
H 0.94390 2.66630 -1.35995 -0.640 -0.666 0.233
H 2.30917 -2.18787 1.31876 -0.211 0.154 -0.254
O -1.82081 -0.47410 4.25156 0.279 0.337 -0.006
C 0.79235 -2.47562 -0.32078 0.372 0.190 -0.090
O -2.18362 1.86400 4.01548 0.498 -0.522 0.016
H -2.67905 0.31424 -1.30142 0.255 0.378 -0.219
C -1.05451 1.78206 -1.05422 -0.072 4.428 -2.257
H 1.83556 -0.18258 -2.55185 -0.214 -0.164 0.526
C 1.65063 -0.81737 -1.68211 0.263 -1.033 0.286
C 2.42286 -0.84161 -0.47954 -0.459 -0.460 -0.385
```
Positions in Å, forces in eV/Å.

Here are the Löwdin charges for atoms 1 to 8, given in e: atom 1 (H): 0.0211, atom 2 (O): -0.3447, atom 3 (La): 1.8330, atom 4 (Cl): 0.7147, atom 5 (O): -0.6299, atom 6 (C): -0.2710, atom 7 (H): 0.0647, atom 8 (H): 0.0872